[1]
{
  "formula": "C33H81N13O9",
  "method": "ωB97M-V/def2-TZVPD",
  "spin_multiplicity": 1,
  "lumo_ha": 0.0086,
  "energy_ev": -73335.0628,
  "e_above_lowest_kcal_mol": 0.0,
  "orbital_gap_ev": 7.96,
  "elements": ["O", "O", "O", "O", "O", "O", "O", "O", "O", "N", "N", "N", "N", "N", "N", "N", "N", "N", "N", "N", "N", "N", "C", "C", "C", "C", "C", "C", "C", "C", "C", "C", "C", "C", "C", "C", "C", "C", "C", "C", "C", "C", "C", "C", "C", "C", "C", "C", "C", "C", "C", "C", "C", "C", "C", "H", "H", "H", "H", "H", "H", "H", "H", "H", "H", "H", "H", "H", "H", "H", "H", "H", "H", "H", "H", "H", "H", "H", "H", "H", "H", "H", "H", "H", "H", "H", "H", "H", "H", "H", "H", "H", "H", "H", "H", "H", "H", "H", "H", "H", "H", "H", "H", "H", "H", "H", "H", "H", "H", "H", "H", "H", "H", "H", "H", "H", "H", "H", "H", "H", "H", "H", "H", "H", "H", "H", "H", "H", "H", "H", "H", "H", "H", "H", "H", "H"],
  "positions_angstrom": [[0.094739, -0.336481, 4.127168], [3.251291, 4.238686, 3.290511], [-2.717912, -3.824088, -1.692090], [-4.878852, 0.179448, 0.782893], [-0.418983, 3.719573, 6.022496], [-3.443107, -1.125132, 2.748164], [4.310937, 1.068887, 1.832361], [3.775744, -1.462106, 0.999595], [1.933271, -0.064729, -3.395911], [0.858750, -0.475506, 1.917742], [-1.612918, 2.385975, 4.506953], [-0.999925, 1.641993, 6.579633], [2.582616, 3.809190, 5.495129], [-3.254957, -2.607034, 1.019632], [-1.608853, -4.410962, -1.067162], [5.091965, 3.081936, 1.155979], [-1.633732, -2.491724, 2.547722], [1.194270, 4.846207, 3.991349], [5.923321, 1.160495, 0.140609], [2.403884, 1.247782, -3.589833], [-4.325361, 1.453853, 0.580106], [2.150956, 0.623942, 3.509298], [5.109212, 1.704263, 1.148108], [-0.364717, -3.840763, -1.667446], [-4.016876, 0.779377, -1.832043], [-4.019651, 3.968210, -0.872353], [2.829123, 3.413330, -2.513669], [-2.103312, 0.682215, -0.102035], [4.309475, 2.583579, -4.314208], [4.747701, 0.369353, -3.343397], [3.707007, 1.132964, -4.146121], [2.920157, 1.346390, -1.027964], [-0.372144, -4.007655, -3.240342], [4.283683, 3.372268, -3.005464], [-3.389656, 1.429718, -0.551974], [-2.920620, 2.854721, -0.805409], [3.530119, 0.383901, -5.503659], [-1.009581, 2.689908, 5.671158], [4.107320, -2.114307, 2.239346], [0.663973, -6.147677, -1.001085], [-1.845289, -5.859986, -0.974964], [0.837400, -4.629394, -1.068785], [-0.173820, -2.410428, -1.334267], [-3.073293, -6.019313, -0.116572], [-4.859445, 3.843238, 0.349491], [2.238746, 2.009147, -2.314832], [-5.352630, 2.465437, 0.681524], [-2.164614, -6.667012, -2.298580], [0.977110, -0.104594, 3.259010], [-5.909503, 2.551049, 2.104284], [-2.792148, -1.973609, 2.119745], [-0.651572, -6.466007, -0.241726], [-6.503707, 2.178623, -0.224347], [0.770238, 2.133299, -1.983939], [2.422255, 4.273460, 4.216211], [4.391297, -0.653616, -3.071449], [2.029010, 1.306096, 4.224273], [-0.575977, 1.864061, 7.473561], [3.727510, 3.162573, -5.033761], [4.046866, -0.579191, 1.243856], [4.564501, 3.477779, 1.902708], [2.711818, 2.002560, -0.151579], [-1.274158, -2.137788, 3.417134], [2.183979, 3.838454, -3.321837], [-3.073878, -6.230623, -2.723104], [6.032987, 0.187652, 0.129272], [-2.807068, -4.066706, -2.637784], [0.675318, -1.897575, -1.869868], [-3.984303, -1.980343, 0.604860], [-2.322874, 2.940492, -1.721531], [2.776238, 0.942418, -6.074913], [-2.499119, -7.652133, -1.986421], [-3.632912, 4.990607, -0.880110], [-7.207417, 2.960849, -0.270364], [-4.239114, 4.203917, 1.176850], [-0.037852, -0.942919, 1.749306], [-1.099504, -1.896753, -1.579996], [4.699462, 4.357075, -3.280323], [3.545381, -3.050655, 2.400896], [-5.710382, 4.469506, 0.267880], [5.119878, 0.873759, -2.452684], [-0.858125, -7.522677, -0.316499], [6.714384, 1.729036, -0.145546], [1.729031, -0.580216, 1.354714], [-2.255327, -0.380620, -0.073693], [5.205062, -2.280213, 2.293712], [3.962744, -1.462014, 3.098041], [0.759962, -6.640510, -2.001969], [1.753014, -4.437591, -1.614947], [-4.659754, -0.026751, -1.468919], [-1.731609, 1.115911, 0.826911], [5.305497, 2.536284, -4.705301], [-3.384771, -7.071023, -0.065097], [-1.749621, 1.392201, 4.428944], [-2.633111, -3.001800, 0.354575], [5.654292, 3.698798, 0.592448], [1.499324, -6.560493, -0.470647], [-5.048038, 2.500949, 2.828388], [0.428017, -3.348137, -3.652197], [-0.710067, -6.125828, 0.808571], [2.444254, 0.390499, -0.765547], [-1.249359, -3.315121, 2.123090], [-6.432612, 3.487228, 2.215733], [-3.867894, -5.428691, -0.605014], [-3.311154, 0.365634, -2.521309], [-1.431603, 0.844902, -0.922239], [-0.233797, -4.996744, -3.608975], [0.862076, -4.243398, -0.021730], [-4.702332, 3.849896, -1.739650], [2.588158, -0.512733, -2.826450], [4.886511, 3.007970, -2.191240], [-6.977259, 1.324573, 0.126904], [-1.457143, -6.836140, -3.098526], [4.338474, 0.522275, -6.202639], [2.858912, 0.726101, 2.782469], [-1.236889, -3.574208, -3.704990], [3.466063, 3.298123, 5.552908], [1.761236, 3.332333, 5.850897], [-2.890680, -5.648836, 0.894346], [-1.382943, 3.029298, 3.771313], [2.817905, 3.969065, -1.582611], [5.613513, 0.120015, -3.998564], [1.059794, 5.375625, 3.143257], [0.452136, 4.856271, 4.659299], [-6.189825, 1.985828, -1.238085], [-0.877900, 0.694013, 6.227191], [0.262451, 1.189575, -1.739074], [0.120349, 2.638446, -2.660519], [3.349611, -0.647003, -5.330164], [0.643155, 2.674707, -1.068267], [-2.243117, 3.084776, 0.049600], [-4.720097, 1.451929, -2.326301], [0.064249, -2.297941, -0.312680], [-6.580910, 1.699233, 2.269168], [3.954316, 1.126933, -1.224880], [-4.386266, -0.153210, 1.610942]],
  "atomic_forces_ev_per_a": [[1.402, 0.616, -1.574], [-0.017, -0.105, 1.332], [-0.902, 0.906, -0.261], [0.673, -0.784, 1.432], [-0.835, 0.483, -0.962], [0.658, -0.016, -0.538], [0.999, -0.395, -0.220], [-0.212, -1.061, 0.842], [-0.484, -0.529, 0.302], [0.003, -0.073, 1.396], [0.313, 0.883, 0.843], [-0.246, -0.378, -0.021], [1.165, -0.846, -0.423], [-2.683, 2.087, -0.839], [0.252, 0.603, -0.538], [0.339, -1.339, 0.163], [1.070, 0.388, 0.782], [0.530, 0.114, -0.677], [-0.415, 1.906, 1.241], [-0.945, 0.325, 1.422], [1.199, 0.465, 0.465], [-1.613, -1.635, -0.133], [0.156, 1.674, -1.894], [0.984, -2.758, -1.978], [-0.844, 0.136, 1.414], [-0.108, -1.197, -0.579], [0.090, -0.090, -1.273], [-1.181, 0.459, -0.802], [-0.909, -0.828, 0.387], [0.766, -1.724, -0.121], [2.168, 1.048, -1.628], [-1.443, 0.217, -0.684], [1.102, 1.669, 0.747], [-0.724, 0.472, -0.877], [-0.212, -0.136, -0.456], [0.106, 1.789, 0.045], [0.029, 2.445, -0.160], [1.405, -1.001, 1.951], [0.873, -0.368, 0.173], [-0.641, 0.152, 0.138], [0.863, -0.625, -0.489], [-1.000, -0.212, 0.595], [-0.031, 1.370, -1.118], [-0.888, 0.067, -0.112], [1.550, 0.176, 0.941], [0.682, -0.493, 1.121], [-0.718, 0.379, 0.060], [-0.806, 0.606, 0.597], [0.248, 0.542, -0.208], [1.224, -1.083, 0.514], [-0.762, -0.638, 0.746], [0.104, 0.001, -1.319], [0.468, -0.155, -1.177], [-0.698, -0.884, 0.781], [-1.070, 0.988, -1.852], [0.183, 0.636, 0.157], [0.414, 0.289, 0.382], [-0.027, -0.125, -0.484], [-0.188, -0.126, -0.088], [0.062, 1.236, -0.455], [-0.583, 0.550, 0.612], [0.559, -0.314, -0.682], [0.303, 0.006, 0.139], [0.484, 0.322, 0.781], [0.110, 0.051, -0.247], [0.230, -1.394, 0.029], [0.545, -0.172, 0.555], [-0.904, -0.790, 0.168], [0.710, -1.219, 0.076], [0.049, -0.439, 0.172], [-0.647, -0.730, 0.437], [0.106, -0.191, 0.163], [0.368, -0.251, -0.359], [-0.915, 1.113, 0.174], [-0.121, 0.056, 0.247], [0.954, -0.123, -0.402], [0.029, 0.457, 0.091], [-0.440, -0.040, 0.481], [0.292, 0.462, -0.369], [-0.863, 0.757, 0.150], [0.052, -0.125, -0.277], [0.193, -0.560, 0.561], [-0.252, -0.425, 0.097], [-1.325, -0.132, 0.452], [-0.145, -0.540, 0.463], [-0.510, -0.497, -0.299], [-0.615, 0.172, 0.049], [-0.650, 0.471, 0.618], [0.169, 0.626, 0.063], [0.207, -0.200, -0.130], [0.030, -0.266, -0.044], [0.664, -0.328, -0.277], [0.099, 0.261, 0.049], [-0.228, -0.001, -1.076], [0.662, -0.452, -0.510], [0.066, -0.423, 0.019], [0.542, -0.192, 0.528], [-0.909, 0.107, -0.539], [-0.231, -0.681, 0.332], [0.577, -0.163, -0.441], [-0.060, 0.111, -0.243], [0.018, -0.039, 0.036], [-0.313, 0.235, 0.188], [0.078, -0.390, 0.615], [0.606, -0.025, -0.430], [0.743, 0.079, -0.159], [0.122, -0.835, -0.062], [0.615, -0.345, -0.571], [0.683, -0.034, 0.043], [-0.315, 0.158, -0.059], [0.554, -0.526, 0.123], [-1.084, -1.723, 0.434], [0.564, 0.433, 0.114], [1.112, -0.212, 0.279], [-0.528, 0.540, 0.460], [-0.756, 0.102, -0.102], [-0.575, 0.055, 0.251], [-0.002, 0.296, 0.374], [-0.146, 0.073, -0.095], [-0.204, -0.483, -0.576], [-0.596, 0.189, 0.079], [-0.473, 0.463, 0.325], [0.277, -0.332, 0.069], [-0.170, -0.136, 0.710], [0.062, -0.005, -0.304], [-0.093, 0.366, 0.181], [0.616, -0.067, -0.445], [-0.062, 0.420, -1.151], [-0.508, -0.786, -0.185], [0.256, 0.576, 0.745], [-0.351, 0.217, -0.512], [0.478, 0.157, -0.237], [-0.055, 0.210, 1.446], [0.134, 0.280, 0.275], [0.100, 0.372, 0.576], [-0.864, 0.323, -1.070]],
  "lowdin_charge": [-0.039, -0.021, -0.070, -0.060, -0.031, 0.013, -0.010, -0.159, -0.043, 0.163, 0.196, 0.138, 0.154, 0.186, -0.089, 0.193, 0.176, 0.158, 0.167, -0.083, -0.092, 0.166, -0.581, -0.485, -0.006, -0.163, -0.126, -0.020, -0.117, -0.046, -0.522, -0.017, -0.004, -0.182, -0.478, -0.125, -0.020, -0.650, -0.145, -0.164, -0.529, -0.126, -0.038, -0.048, -0.190, -0.460, -0.557, -0.017, -0.574, -0.020, -0.675, -0.125, -0.030, -0.047, -0.646, 0.096, 0.068, 0.102, 0.121, -0.020, 0.051, 0.102, 0.089, 0.135, 0.078, 0.084, 0.101, 0.104, 0.121, 0.113, 0.094, 0.077, 0.112, 0.081, 0.126, 0.064, 0.083, 0.117, 0.085, 0.108, 0.044, 0.112, 0.111, 0.083, 0.049, 0.081, 0.061, 0.121, 0.120, 0.076, 0.090, 0.107, 0.093, 0.091, 0.041, 0.108, 0.095, 0.104, 0.097, 0.125, 0.072, 0.102, 0.077, 0.093, 0.070, 0.043, 0.056, 0.124, 0.116, 0.072, 0.080, 0.063, 0.066, 0.073, 0.038, 0.066, 0.111, 0.073, 0.083, 0.107, 0.117, 0.105, 0.105, 0.050, 0.067, 0.083, 0.064, 0.077, 0.066, 0.081, 0.121, 0.063, 0.049, 0.084, 0.017, 0.082]
}

---

[2]
{
  "formula": "C4H8O2S",
  "method": "ωB97M-V/def2-TZVPD",
  "spin_multiplicity": 3,
  "lumo_ha": [0.0277, -0.0429],
  "energy_ev": -19200.8908,
  "e_above_lowest_kcal_mol": 69.4,
  "orbital_gap_ev": [7.38, 7.67],
  "s2": 2.0081,
  "elements": ["S", "O", "O", "C", "C", "C", "C", "H", "H", "H", "H", "H", "H", "H", "H"],
  "positions_angstrom": [[1.830804, -0.051751, -0.356675], [-0.728930, -0.542795, -0.787907], [2.547732, 1.004398, 0.393795], [1.569774, -1.553110, 0.716182], [0.205696, 0.399381, -0.442209], [-2.112429, -0.320839, -0.637125], [-0.101161, 2.110805, -0.099389], [0.617205, -1.235996, 1.282940], [1.456821, -2.365280, 0.053596], [0.730873, 2.728144, 0.239389], [-2.397623, -1.394412, -0.738242], [-2.340387, 0.249671, 0.197261], [-1.153684, 2.288678, 0.202883], [-2.493906, 0.207614, -1.446617], [2.369220, -1.524514, 1.422115]],
  "atomic_forces_ev_per_a": [[1.200, -1.140, -0.444], [2.287, 1.184, 0.194], [-0.044, 0.076, 0.337], [-2.083, 2.939, 1.116], [-2.193, 3.688, 0.513], [0.990, -2.687, -1.099], [-0.795, -3.256, -0.461], [1.368, -1.157, -0.782], [-0.046, -1.155, -0.293], [-0.274, -0.462, -0.211], [-0.995, 1.109, 0.788], [-0.564, 0.345, 2.160], [0.994, 0.069, -0.182], [-0.645, 0.935, -1.812], [0.800, -0.488, 0.174]],
  "mulliken_spin": [0.058, 0.104, -0.001, 0.111, 0.757, 0.012, 0.920, -0.013, -0.001, 0.033, 0.004, -0.006, 0.027, 0.005, -0.011]
}

---

[3]
{
  "formula": "H28O14",
  "method": "ωB97M-V/def2-TZVPD",
  "spin_multiplicity": 1,
  "lumo_ha": -0.0077,
  "energy_ev": -29112.6366,
  "e_above_lowest_kcal_mol": 207.9,
  "orbital_gap_ev": 7.93,
  "elements": ["O", "O", "O", "O", "O", "O", "O", "O", "O", "O", "O", "O", "O", "O", "H", "H", "H", "H", "H", "H", "H", "H", "H", "H", "H", "H", "H", "H", "H", "H", "H", "H", "H", "H", "H", "H", "H", "H", "H", "H", "H", "H"],
  "positions_angstrom": [[1.997228, 3.615953, 1.515954], [1.936697, -3.900561, 1.779816], [-3.864442, 0.298871, 0.565444], [-1.969569, -2.944519, -0.214429], [0.155106, 0.326239, 0.149864], [-2.701664, -0.336330, 2.296002], [2.454441, -1.592050, -1.160505], [-0.518246, -0.382097, -3.502396], [-4.220279, -1.430507, -2.796121], [3.648704, 1.577053, 2.519572], [1.884902, 2.981229, -0.096496], [-0.195845, 4.740176, 0.479603], [-0.233066, 0.271320, 2.314593], [1.193960, -3.782496, -3.965777], [-1.108885, -1.054750, -3.837381], [1.115596, -3.143858, -3.273924], [3.224185, -1.526332, -1.737871], [2.575484, -3.221146, 1.872529], [-3.499321, 1.027747, 0.043221], [-1.887263, -0.077505, 2.708834], [1.931106, -4.360705, -3.554794], [3.473091, 2.441893, 2.896851], [-0.222807, 1.229104, 2.470123], [2.413899, 3.779674, -0.302916], [4.332337, 1.712535, 1.886523], [0.295812, 0.292104, -0.840713], [-4.558829, -2.280230, -3.118086], [-1.086447, -3.346527, 0.130935], [1.070255, 3.371204, -0.007615], [-1.903872, -2.050082, 0.105516], [-4.603056, 0.704550, 0.959705], [2.671660, -1.128073, -0.373701], [-0.950132, 0.428231, -3.525962], [0.677713, 0.079447, 2.096780], [-3.325990, -1.552544, -2.517882], [-0.735516, 5.451371, 0.128675], [2.494706, 4.322788, 2.014249], [1.989945, 2.786296, 1.967285], [1.785881, -4.153114, 0.812106], [-0.109251, -0.506703, 0.317209], [-3.339505, 0.192217, 2.876825], [0.735796, 5.044150, 0.722465]],
  "atomic_forces_ev_per_a": [[1.700, 6.465, 9.456], [-1.701, -1.861, -1.695], [0.117, 0.482, -2.885], [2.689, -1.579, 0.596], [2.103, 4.184, -4.763], [-1.230, 0.602, 3.296], [-0.221, -0.914, -1.181], [1.675, -2.117, 0.394], [-1.168, 0.120, -0.673], [-0.827, -0.490, 0.928], [2.501, -4.163, -11.070], [1.510, 0.169, 0.520], [0.327, 0.644, 2.488], [2.213, -2.147, 0.685], [-0.286, -0.012, -0.160], [-0.418, 1.090, 0.679], [-0.118, 0.089, 0.127], [0.925, 0.898, -0.456], [0.093, -0.316, -0.021], [1.077, -0.376, 0.223], [-1.802, 1.139, -1.307], [0.327, 0.042, 0.185], [-0.131, -0.351, -0.270], [-0.186, -1.395, -0.223], [0.761, 0.207, -0.833], [0.026, 0.246, 1.363], [0.419, 0.323, 0.286], [-2.432, 0.908, -0.929], [-3.462, 0.650, -0.234], [-0.423, 0.757, 0.391], [-1.685, 0.576, 0.778], [0.266, 0.804, 1.016], [-1.401, 2.128, -0.191], [0.274, -0.062, -0.006], [0.783, -0.472, 0.449], [0.364, 0.292, -0.024], [-0.597, -1.012, 1.016], [0.256, -0.664, 0.598], [0.787, 0.991, 2.101], [-1.731, -4.374, 1.169], [0.957, -1.345, -1.455], [-2.334, -0.153, -0.367]],
  "lowdin_charge": [-0.160, -0.073, -0.057, -0.078, -0.046, -0.110, -0.039, -0.016, -0.052, -0.029, -0.084, -0.073, -0.077, -0.082, 0.034, -0.014, 0.048, -0.003, 0.053, -0.031, 0.083, 0.022, 0.075, 0.089, 0.033, 0.081, 0.046, 0.083, -0.038, -0.007, 0.009, 0.007, 0.000, 0.050, -0.006, 0.047, 0.098, 0.034, 0.073, -0.040, 0.081, 0.066]
}